Computed, not measured: a cluster of 2 separate species, C5H13NO2 in total, with the ωB97M-V functional and the def2-TZVPD basis.

## Properties
spin multiplicity	1
energy relative to the best compared isomer or geometry (same formula, charge and spin)	34.05	kcal per mole
LUMO	0.7	eV
calculated total energy	-403.5224	Ha
structure (SMILES)	CC[C@@H](C)NC=O.O
E_HOMO	-0.351	Eh

Each line ends with the natural charge from an NBO analysis.
Cartesian coordinates (Å):
C (1.209, 1.718, 0.501)  -0.6116
C (1.466, 0.215, 0.417)  -0.4120
C (0.240, -0.639, 0.888)  -0.0268
C (-1.116, -0.006, 0.488)  -0.6397
N (0.270, -2.017, 0.367)  -0.6198
C (0.900, -2.502, -0.729)  0.5271
O (1.629, -1.908, -1.478)  -0.6123
H (0.710, 2.001, 1.424)  0.1926
H (2.107, 2.328, 0.412)  0.2219
H (0.586, 1.957, -0.356)  0.2099
H (1.460, 0.033, -0.622)  0.2376
H (2.309, -0.257, 0.907)  0.2100
H (0.343, -0.597, 1.954)  0.1857
H (-0.898, 0.638, -0.368)  0.2168
H (-1.402, 0.658, 1.273)  0.2101
H (-1.931, -0.660, 0.210)  0.2097
H (-0.427, -2.622, 0.787)  0.3908
H (0.606, -3.536, -0.989)  0.1064
O (-2.620, 1.871, -1.998)  -0.9556
H (-2.714, 0.930, -1.891)  0.4792
H (-2.726, 2.394, -1.197)  0.4801



Computed, not measured: a cluster of 2 separate species, C5H13NO2 in total, with the ωB97M-V functional and the def2-TZVPD basis.

## Properties
spin multiplicity	1
energy relative to the best compared isomer or geometry (same formula, charge and spin)	30.20	kcal per mole
LUMO	0.5	eV
calculated total energy	-403.5285	Ha
structure (SMILES)	CCN(C=O)CC.O
E_HOMO	-0.335	Eh

Each line ends with the natural charge from an NBO analysis.
Cartesian coordinates (Å):
C (-1.674, 0.270, 1.311)  -0.6420
C (-0.761, 1.006, 0.352)  -0.2364
N (-0.022, 0.054, -0.493)  -0.4407
C (1.295, 0.260, -0.832)  0.5316
O (1.827, -0.446, -1.662)  -0.6124
C (-0.865, -0.766, -1.339)  -0.2269
C (-1.025, -2.250, -0.971)  -0.6178
H (-2.655, -0.045, 0.937)  0.2118
H (-1.364, -0.683, 1.756)  0.2184
H (-1.851, 0.834, 2.238)  0.2150
H (-0.013, 1.578, 0.906)  0.2386
H (-1.289, 1.759, -0.230)  0.1851
H (1.741, 1.071, -0.242)  0.1267
H (-0.506, -0.731, -2.367)  0.2169
H (-1.870, -0.340, -1.388)  0.1893
H (-1.604, -2.338, -0.044)  0.1965
H (-0.121, -2.690, -0.548)  0.2202
H (-1.417, -2.823, -1.799)  0.2168
O (1.373, 1.681, 2.562)  -0.9518
H (0.917, 2.208, 3.199)  0.4771
H (1.559, 0.790, 2.925)  0.4839



Computed, not measured: a cluster of 2 separate species, C5H13NO2 in total, with the ωB97M-V functional and the def2-TZVPD basis.

## Properties
spin multiplicity	1
energy relative to the best compared isomer or geometry (same formula, charge and spin)	16.78	kcal per mole
LUMO	0.5	eV
calculated total energy	-403.5499	Ha
structure (SMILES)	CCCCC(N)=O.O
E_HOMO	-0.350	Eh

Each line ends with the natural charge from an NBO analysis.
Cartesian coordinates (Å):
C (2.241, -0.293, 0.174)  -0.6185
C (1.625, 0.826, 0.995)  -0.4012
C (0.153, 1.021, 0.514)  -0.3919
C (-0.690, 0.090, 1.382)  -0.5039
C (-2.149, 0.026, 1.040)  0.6754
N (-2.467, -0.612, -0.148)  -0.8372
O (-3.087, 0.346, 1.756)  -0.6081
H (3.335, -0.289, 0.200)  0.2122
H (1.956, -0.259, -0.862)  0.2112
H (2.049, -1.262, 0.636)  0.2004
H (1.738, 0.693, 2.062)  0.2058
H (2.196, 1.749, 0.759)  0.2027
H (-0.252, 2.050, 0.588)  0.2089
H (0.125, 0.861, -0.568)  0.2089
H (-0.275, -0.908, 1.190)  0.2177
H (-0.600, 0.358, 2.437)  0.2364
H (-3.366, -0.471, -0.563)  0.3986
H (-1.718, -0.814, -0.801)  0.3811
O (-0.140, -0.818, -3.396)  -0.9677
H (-0.551, -0.549, -4.204)  0.4861
H (-0.124, -1.744, -3.188)  0.4834